1.
Computed, not measured: a single C3H5IOS molecule at a distorted geometry, with ωB97M-V/def2-TZVPD.

ORCA input file:
```
! RIJCOSX wB97M-V def2-TZVPD def2/J DEFGRID3
* xyz 0 1
C 1.95865 -0.38180 -0.87602
C -0.57296 -0.67396 -0.31648
C 0.68770 0.08280 0.05485
O 1.92347 -0.80607 -1.96665
S 0.54357 1.83432 -0.48349
I 3.83156 -0.07747 0.16819
H -0.91734 -1.28351 0.51466
H -0.39894 -1.31305 -1.17833
H -1.36908 0.02342 -0.58252
H 0.95958 0.05208 1.10345
H 1.67350 2.27463 0.07209
*
```

As for the energy above the lowest of the compared OMol25 structures with the same formula, charge and spin: 0.0 kcal/mol. For the orbital gap, the calculation gives 9.829 eV. The molecular weight is 216.04 g/mol. Its structure (SMILES) is C[C@H](S)C(=O)I.

Let us look at the natural (NBO) charges, expressed in e, one per atom: atom 1 (C): 0.49, atom 2 (C): -0.64, atom 3 (C): -0.41, atom 4 (O): -0.51, atom 5 (S): 0.00, atom 6 (I): -0.01, atom 7 (H): 0.23, atom 8 (H): 0.24, atom 9 (H): 0.23, atom 10 (H): 0.24, atom 11 (H): 0.14

2.
Computed, not measured: a single C3H5IOS molecule at a distorted geometry, with ωB97M-V/def2-TZVPD.

ORCA input file:
```
! RIJCOSX wB97M-V def2-TZVPD def2/J DEFGRID3
* xyz 0 1
C -0.42405 0.46960 0.43825
C 0.85578 -0.19997 -0.07160
C -0.94876 0.40337 -1.75370
O -1.44221 0.31433 -0.53249
S 0.66865 -0.23663 -1.89183
I -0.77789 3.00796 -2.37084
H -0.78848 0.01279 1.35997
H -0.26102 1.54342 0.59495
H 1.74648 0.36486 0.19066
H 0.95742 -1.23086 0.26453
H -1.64113 0.18337 -2.55344
*
```

As for the energy above the lowest of the compared OMol25 structures with the same formula, charge and spin: 11.9 kcal/mol. For the orbital gap (alpha / beta), the calculation gives 7.965 / 7.965 eV. The molecular weight is 216.04 g/mol. Its structure (SMILES) is I[C@@H]1OCCS1.

Let us look at the natural (NBO) charges, expressed in e, one per atom: atom 1 (C): -0.09, atom 2 (C): -0.55, atom 3 (C): 0.06, atom 4 (O): -0.46, atom 5 (S): 0.31, atom 6 (I): -0.39, atom 7 (H): 0.21, atom 8 (H): 0.21, atom 9 (H): 0.24, atom 10 (H): 0.23, atom 11 (H): 0.23

3.
Computed, not measured: a molecular structure, C3H5IS at a distorted geometry, with ωB97M-V/def2-TZVPD.

ORCA input file:
```
! RIJCOSX wB97M-V def2-TZVPD def2/J DEFGRID3
* xyz 0 1
C 1.34702 -1.11056 -0.24656
C 0.30601 -0.50142 0.34005
C -0.82798 0.35946 -0.41990
S -0.88051 2.01615 0.29939
I -2.78790 -0.61200 -0.19048
H 2.34992 -1.36788 0.05600
H 1.19513 -0.98252 -1.33115
H 0.22951 -0.29414 1.42446
H -0.66562 0.44708 -1.49118
H -0.26556 2.04581 1.55938
*
```

As for the energy above the lowest of the compared OMol25 structures with the same formula, charge and spin: 20.2 kcal/mol. For the orbital gap, the calculation gives 9.244 eV. The molecular weight is 200.04 g/mol.

Let us look at the natural (NBO) charges, expressed in e, one per atom: atom 1 (C): -0.40, atom 2 (C): -0.18, atom 3 (C): -0.49, atom 4 (S): -0.01, atom 5 (I): 0.07, atom 6 (H): 0.23, atom 7 (H): 0.19, atom 8 (H): 0.20, atom 9 (H): 0.24, atom 10 (H): 0.15

4.
Computed, not measured: a molecular structure, C3H5KLiO3 at a distorted geometry, with ωB97M-V/def2-TZVPD.

ORCA input file:
```
! RIJCOSX wB97M-V def2-TZVPD def2/J DEFGRID3
* xyz 0 2
O -0.70568 -1.63655 -1.87748
C -0.77290 -0.78902 -0.75222
C 0.61730 -0.64599 -0.16541
O -0.22645 0.91194 1.55561
H -1.56688 -1.67948 -2.30014
H -1.43754 -1.20532 0.02350
H -1.09405 0.22185 -1.06448
H 1.22491 -0.00824 -0.82625
H 1.17519 -1.56920 -0.38119
O 1.13686 -0.63012 1.42282
C 1.02884 0.67404 1.66519
Li -0.51995 2.87916 2.38003
K 1.14036 3.47693 0.32002
*
```

As for the energy above the lowest of the compared OMol25 structures with the same formula, charge and spin: 98.2 kcal/mol. For the orbital gap (alpha / beta), the calculation gives 4.303 / 7.217 eV. The molecular weight is 135.11 g/mol.

Let us look at the natural (NBO) charges, expressed in e, one per atom: atom 1 (O): -0.72, atom 2 (C): -0.10, atom 3 (C): -0.15, atom 4 (O): -0.93, atom 5 (H): 0.47, atom 6 (H): 0.19, atom 7 (H): 0.16, atom 8 (H): 0.18, atom 9 (H): 0.22, atom 10 (O): -0.57, atom 11 (C): 0.29, atom 12 (Li): 0.41, atom 13 (K): 0.55

5.
Computed, not measured: a molecular structure, C3H5LiO3Tl, with ωB97M-V/def2-TZVPD.

ORCA input file:
```
! RIJCOSX wB97M-V def2-TZVPD def2/J DEFGRID3
* xyz 0 2
O -1.24215 -0.64941 -0.52093
C 0.04670 -0.70436 -0.75764
C -1.54549 0.37443 0.44569
O 0.54393 -1.35759 -1.64964
O 0.70255 0.26382 -0.11635
C -0.16572 0.90768 0.84183
Li 1.95981 -0.88950 -2.81088
H -2.09126 -0.08071 1.27683
H -2.16505 1.12798 -0.05151
H 0.16490 0.59880 1.83889
H -0.06871 1.99087 0.73453
H 0.74063 -2.69158 1.30804
Tl 3.11987 1.10957 -0.53887
*
```

As for the energy above the lowest of the compared OMol25 structures with the same formula, charge and spin: 90.3 kcal/mol. For the orbital gap (alpha / beta), the calculation gives 3.996 / 3.579 eV. The molecular weight is 300.39 g/mol.

Let us look at the natural (NBO) charges, expressed in e, one per atom: atom 1 (O): -0.45, atom 2 (C): 1.06, atom 3 (C): -0.10, atom 4 (O): -0.75, atom 5 (O): -0.55, atom 6 (C): -0.11, atom 7 (Li): 0.78, atom 8 (H): 0.22, atom 9 (H): 0.19, atom 10 (H): 0.23, atom 11 (H): 0.20, atom 12 (H): -0.80, atom 13 (Tl): 0.08

6.
Computed, not measured: a single C3H5N molecule at a distorted geometry, with ωB97M-V/def2-TZVPD.

ORCA input file:
```
! RIJCOSX wB97M-V def2-TZVPD def2/J DEFGRID3
* xyz 0 1
C -0.75443 1.00965 -1.28937
C 0.88873 -0.64868 1.37955
C -0.08246 -0.53740 0.39730
N -1.34356 0.43881 -0.34156
H 0.33067 1.00655 -1.45199
H -1.31056 1.54794 -2.05098
H 1.44683 -1.55135 1.50464
H 0.89217 0.07652 2.18678
H -0.06739 -1.34203 -0.33436
*
```

As for the energy above the lowest of the compared OMol25 structures with the same formula, charge and spin: 72.5 kcal/mol. For the orbital gap, the calculation gives 11.121 eV. The molecular weight is 55.08 g/mol. Its structure (SMILES) is C=CN=C.

Let us look at the natural (NBO) charges, expressed in e, one per atom: atom 1 (C): -0.08, atom 2 (C): -0.45, atom 3 (C): -0.04, atom 4 (N): -0.35, atom 5 (H): 0.16, atom 6 (H): 0.17, atom 7 (H): 0.22, atom 8 (H): 0.20, atom 9 (H): 0.16

7.
Computed, not measured: a molecular structure, C3H5N at a distorted geometry, with ωB97M-V/def2-TZVPD.

ORCA input file:
```
! RIJCOSX wB97M-V def2-TZVPD def2/J DEFGRID3
* xyz 0 1
C -1.00483 -0.84477 -0.04953
C 0.40001 -0.43956 -0.00036
C -0.28245 0.96654 0.00890
N -1.59017 0.28728 0.03377
H -1.45696 -1.84462 0.00660
H 0.99487 -0.41603 0.89097
H 0.94628 -0.82372 -0.76330
H -0.16830 1.76255 0.87641
H -0.20698 1.43460 -0.93417
*
```

As for the energy above the lowest of the compared OMol25 structures with the same formula, charge and spin: 46.4 kcal/mol. For the orbital gap, the calculation gives 11.160 eV. The molecular weight is 55.08 g/mol.

Let us look at the natural (NBO) charges, expressed in e, one per atom: atom 1 (C): 0.09, atom 2 (C): -0.50, atom 3 (C): -0.23, atom 4 (N): -0.37, atom 5 (H): 0.18, atom 6 (H): 0.23, atom 7 (H): 0.21, atom 8 (H): 0.20, atom 9 (H): 0.20

8.
Computed, not measured: a molecular structure, C3H5N at a distorted geometry, with ωB97M-V/def2-TZVPD.

ORCA input file:
```
! RIJCOSX wB97M-V def2-TZVPD def2/J DEFGRID3
* xyz 0 1
C 1.32207 -0.82037 0.42724
C 0.26477 -0.00028 0.46135
C -0.74823 0.36255 -0.50542
N -1.84764 1.00753 -0.28050
H 1.96304 -0.79326 1.25201
H 1.34990 -1.42260 -0.44414
H 0.47371 0.62405 1.71541
H -0.45677 -0.13845 -1.51438
H -2.32085 1.18084 -1.11157
*
```

As for the energy above the lowest of the compared OMol25 structures with the same formula, charge and spin: 62.1 kcal/mol. For the orbital gap, the calculation gives 10.291 eV. The molecular weight is 55.08 g/mol.

Let us look at the natural (NBO) charges, expressed in e, one per atom: atom 1 (C): -0.36, atom 2 (C): -0.20, atom 3 (C): 0.06, atom 4 (N): -0.57, atom 5 (H): 0.22, atom 6 (H): 0.19, atom 7 (H): 0.18, atom 8 (H): 0.15, atom 9 (H): 0.34

9.
Computed, not measured: a single C3H5N2 molecule at a distorted geometry, with ωB97M-V/def2-TZVPD.

ORCA input file:
```
! RIJCOSX wB97M-V def2-TZVPD def2/J DEFGRID3
* xyz 0 2
C -0.06067 0.23112 1.08847
C 0.54578 0.08214 -1.04196
N -0.00093 -1.02841 -1.24285
C 0.22631 1.06963 0.01137
N -1.11157 -0.48758 1.52172
H 0.48213 -0.73966 1.47638
H 1.16743 0.47406 -1.86805
H 0.17385 -1.49294 -2.11837
H 0.22040 2.11672 -0.19560
H -1.64273 -0.22508 2.36889
*
```

As for the energy above the lowest of the compared OMol25 structures with the same formula, charge and spin: 95.5 kcal/mol. For the orbital gap (alpha / beta), the calculation gives 7.542 / 7.054 eV. The molecular weight is 69.09 g/mol.

Let us look at the natural (NBO) charges, expressed in e, one per atom: atom 1 (C): 0.15, atom 2 (C): 0.11, atom 3 (N): -0.66, atom 4 (C): -0.51, atom 5 (N): -0.44, atom 6 (H): 0.25, atom 7 (H): 0.14, atom 8 (H): 0.35, atom 9 (H): 0.25, atom 10 (H): 0.37

10.
Computed, not measured: 2 unconnected molecules or ions with the total composition C3H5N2 at a distorted geometry, with ωB97M-V/def2-TZVPD.

ORCA input file:
```
! RIJCOSX wB97M-V def2-TZVPD def2/J DEFGRID3
* xyz 1 1
C 4.27329 -0.25978 0.01099
C 3.10575 -0.08110 -0.20140
C -0.72971 -0.04380 -0.08786
N -1.93772 -0.36226 0.18000
N 0.01649 0.91158 0.13941
H 5.07006 -0.96633 -0.14247
H -0.02454 -0.76710 -0.63591
H -2.19939 -1.35518 0.07316
H -2.68074 0.24020 0.46669
H -0.20424 1.77280 0.71085
*
```

As for the energy above the lowest of the compared OMol25 structures with the same formula, charge and spin: 219.0 kcal/mol. For the orbital gap (alpha / beta), the calculation gives 6.432 / 7.843 eV. The molecular weight is 69.09 g/mol.

Let us look at the natural (NBO) charges, expressed in e, one per atom: atom 1 (C): -0.25, atom 2 (C): 0.03, atom 3 (C): 0.27, atom 4 (N): -0.72, atom 5 (N): -0.21, atom 6 (H): 0.26, atom 7 (H): 0.29, atom 8 (H): 0.45, atom 9 (H): 0.44, atom 10 (H): 0.43